Density functional theory data (the ωB97M-V functional and the def2-TZVPD basis) for a 13-piece molecular cluster, C54H144B4F16N9O18 overall in a non-equilibrium geometry.

Results
HOMO-LUMO gap (alpha / beta): 6.6 / 0.5 eV
F_max: 0.082 hartree/bohr

Structure (ORCA input):
```
! RIJCOSX wB97M-V def2-TZVPD def2/J DEFGRID3
* xyz 6 2
C -21.20818 0.08293 25.94919
O -20.97805 -1.29818 25.70794
C -21.74814 -1.68317 24.54280
C -21.45447 -3.04923 24.07330
N -19.94630 -3.33212 24.21392
H -19.63099 -2.68352 24.92101
H -19.87766 -4.28744 24.53445
C -19.08727 -3.05957 22.95173
C -18.99569 -4.25826 22.03704
O -20.35947 -4.45298 21.52239
C -20.65486 -5.74433 20.95970
H -22.20345 0.31960 26.32541
H -20.94325 0.71589 25.10227
H -20.53645 0.42549 26.73630
H -21.49057 -1.07627 23.67478
H -22.81207 -1.54740 24.73702
H -21.84642 -3.31738 23.09220
H -21.94945 -3.78582 24.70617
H -18.13564 -2.75498 23.38732
H -19.56380 -2.22142 22.44330
H -18.75500 -5.10671 22.67760
H -18.24929 -4.32055 21.24513
H -20.11334 -5.86076 20.02093
H -21.69383 -5.81485 20.63774
H -20.32771 -6.54549 21.62242
C -13.21469 -13.08531 23.69370
O -13.08072 -12.72336 25.08457
C -13.85926 -13.49131 25.97869
C -13.60697 -13.06530 27.46909
N -12.22773 -13.51219 28.03006
H -12.32993 -13.26430 29.00382
H -12.09580 -14.49464 27.83639
C -11.09587 -12.78465 27.23575
C -9.76720 -13.08699 27.88647
O -9.76893 -14.45232 28.14116
C -8.51408 -14.84787 28.71970
H -14.22813 -13.06843 23.29275
H -12.80452 -14.09452 23.65683
H -12.63919 -12.36075 23.11756
H -13.66801 -14.55414 25.83069
H -14.91614 -13.36716 25.74272
H -14.30166 -13.58428 28.12953
H -13.72557 -12.01300 27.72733
H -11.27291 -11.70934 27.21398
H -11.05969 -12.94973 26.15892
H -9.63136 -12.46289 28.76973
H -9.02309 -12.88702 27.11549
H -8.49718 -14.69336 29.79856
H -7.64733 -14.42211 28.21415
H -8.37168 -15.90911 28.51577
C -15.17057 -9.62654 26.56117
O -16.16166 -9.37744 25.59412
C -16.77548 -10.54500 25.10314
C -17.52012 -10.31075 23.81922
N -16.66740 -9.45227 22.79833
H -16.34668 -8.56279 23.15339
H -15.89704 -9.93023 22.35314
C -17.60368 -9.04560 21.59037
C -16.88238 -8.15451 20.57487
O -15.77133 -7.44793 21.25732
C -15.01464 -6.63202 20.36435
H -15.56226 -10.24864 27.36595
H -14.76564 -8.70690 26.98354
H -14.29984 -10.02255 26.03859
H -17.38035 -10.91600 25.93055
H -16.05125 -11.34681 24.95936
H -18.46131 -9.82110 24.06922
H -17.57084 -11.27824 23.31975
H -18.47164 -8.59091 22.06787
H -17.96196 -9.98199 21.16271
H -17.62140 -7.50058 20.11190
H -16.38145 -8.76791 19.82594
H -14.25099 -7.28725 19.94530
H -14.58814 -5.80390 20.93039
H -15.63129 -6.05952 19.67147
C -17.09063 -12.82825 16.94338
O -17.93272 -13.90172 17.43200
C -18.11917 -13.85548 18.84892
C -18.96610 -12.76289 19.48940
N -20.20144 -12.62088 18.56858
H -19.93565 -12.33374 17.63745
H -20.75826 -13.44676 18.40133
C -21.27141 -11.71136 19.18149
C -20.90122 -10.23223 18.90351
O -20.52534 -10.09477 17.49304
C -20.99311 -8.97020 16.71952
H -16.94236 -12.98614 15.87512
H -16.10796 -12.80441 17.41443
H -17.49900 -11.82008 17.01350
H -17.14282 -13.79240 19.32940
H -18.48335 -14.85229 19.09758
H -18.53051 -11.76381 19.50381
H -19.46898 -13.03664 20.41691
H -21.28018 -12.02966 20.22394
H -22.28263 -12.00214 18.89696
H -20.03001 -9.94474 19.49210
H -21.72628 -9.57700 19.18288
H -21.45807 -9.31360 15.79540
H -20.13608 -8.36274 16.42871
H -21.71995 -8.37030 17.26717
C -17.68476 -8.72728 28.42514
O -16.76841 -7.75564 28.06670
C -17.17505 -6.37496 28.42701
C -16.39314 -5.32766 27.66677
N -16.18114 -5.92337 26.28000
H -15.89423 -6.89176 26.27882
H -17.11870 -5.85180 25.91129
C -15.20994 -5.16815 25.29694
C -15.36702 -5.71414 23.87233
O -15.14071 -7.16298 23.97814
C -13.73696 -7.55302 23.84249
H -17.68131 -8.88667 29.50342
H -17.49070 -9.61740 27.82669
H -18.70134 -8.47987 28.11943
H -17.03861 -6.19096 29.49267
H -18.25450 -6.26356 28.32482
H -15.38308 -5.15148 28.03667
H -16.85707 -4.34704 27.56062
H -14.22977 -5.38597 25.72112
H -15.58830 -4.14602 25.31103
H -14.80010 -5.20738 23.09137
H -16.39964 -5.64731 23.52980
H -13.18204 -7.24818 22.95523
H -13.41885 -8.58763 23.97092
H -13.23992 -7.17765 24.73701
C -8.51601 -7.48416 30.39580
O -9.64427 -8.24463 30.32999
C -10.47323 -8.08192 31.49098
C -11.57289 -7.03798 31.21794
N -12.39167 -7.50215 29.97104
H -12.98884 -6.76061 29.63400
H -11.75718 -7.70072 29.21071
C -13.28310 -8.70616 29.91909
C -14.41774 -8.61529 31.01639
O -15.03496 -7.32470 31.01242
C -16.12278 -7.35119 31.88512
H -7.94458 -7.80811 31.26565
H -8.68804 -6.45220 30.70168
H -8.00000 -7.60980 29.44394
H -9.94537 -7.90798 32.42864
H -10.98237 -9.03654 31.62361
H -11.17366 -6.03670 31.05623
H -12.20052 -7.04917 32.10904
H -12.66502 -9.60387 29.93222
H -13.77358 -8.70779 28.94569
H -13.87755 -8.85091 31.93333
H -15.07927 -9.46549 30.85010
H -16.56341 -6.44462 32.29993
H -16.04688 -8.00861 32.75123
H -16.99660 -7.66186 31.31240
C -16.84894 -14.45741 22.96790
O -17.94398 -15.02002 23.66519
C -17.95339 -14.79327 25.08275
C -19.09411 -15.50666 25.74559
N -19.22986 -16.96069 25.36106
H -19.97416 -17.39271 25.88972
H -19.29566 -17.03836 24.35621
C -18.00272 -17.89655 25.75897
C -18.45869 -19.30672 25.36182
O -19.15836 -19.31657 24.16417
C -19.28521 -20.58567 23.49100
H -17.06298 -14.36066 21.90351
H -15.99905 -15.10442 23.18504
H -16.69206 -13.40789 23.21689
H -18.05851 -13.72345 25.26320
H -17.02751 -15.13901 25.54242
H -20.06699 -15.06444 25.53103
H -19.06910 -15.54060 26.83478
H -17.71341 -17.78812 26.80426
H -17.07452 -17.57873 25.28407
H -18.96386 -19.90641 26.11897
H -17.51435 -19.84086 25.25680
H -19.99610 -20.42090 22.68133
H -19.76685 -21.27400 24.18549
H -18.29546 -20.94279 23.20647
C -5.46539 -4.69846 19.69062
O -6.78520 -4.63169 20.21032
C -7.76608 -3.85196 19.51583
C -8.95296 -3.52501 20.38919
N -9.53649 -4.74739 21.02396
H -8.94114 -5.20603 21.69872
H -10.34655 -4.52347 21.58411
C -9.96273 -5.86403 20.06737
C -10.68420 -7.02292 20.71728
O -9.93879 -7.65452 21.73895
C -10.54608 -8.84597 22.25238
H -5.31482 -5.33573 18.81924
H -4.80099 -5.09203 20.45988
H -5.13042 -3.70046 19.40797
H -7.89420 -4.27332 18.51876
H -7.29099 -2.89361 19.30622
H -9.63584 -2.87987 19.83638
H -8.54196 -2.93494 21.20835
H -9.00025 -6.19286 19.67543
H -10.44500 -5.42695 19.19302
H -10.90688 -7.67361 19.87163
H -11.67174 -6.76978 21.10298
H -11.63037 -8.87233 22.14409
H -10.32698 -8.96323 23.31368
H -10.12793 -9.68027 21.68919
C -13.35686 -3.10984 18.28748
O -13.71192 -3.34629 16.89637
C -14.99646 -2.75030 16.55415
C -15.17667 -2.77660 15.07524
N -13.87633 -2.26194 14.36818
H -13.13155 -2.88230 14.65202
H -13.98976 -2.38673 13.37236
C -13.61947 -0.79108 14.55712
C -12.41748 -0.27442 13.74427
O -11.43930 -1.26143 13.52634
C -10.64381 -1.13642 12.37775
H -13.49120 -2.04098 18.45366
H -12.30581 -3.34047 18.46127
H -14.02474 -3.73493 18.88018
H -15.24613 -1.78397 16.99229
H -15.88635 -3.27896 16.89577
H -16.00663 -2.24290 14.61216
H -15.10777 -3.81300 14.74476
H -13.58061 -0.59941 15.62943
H -14.56258 -0.36476 14.21524
H -11.88871 0.52097 14.26949
H -12.79514 0.14715 12.81274
H -10.91037 -1.84246 11.59126
H -9.60795 -1.38065 12.61317
H -10.78339 -0.13646 11.96699
B -15.01865 -11.76230 20.82774
F -14.31792 -12.97410 20.72872
F -14.57807 -11.06576 21.96393
F -14.84503 -10.95115 19.69390
F -16.33619 -12.04576 21.12090
B -20.47498 -11.65707 23.20306
F -21.75288 -12.10072 22.81575
F -20.08566 -10.69168 22.34728
F -20.56950 -11.11670 24.48086
F -19.54874 -12.68298 23.14563
B -19.52263 -6.47935 24.81775
F -18.75497 -6.93166 23.80026
F -19.67900 -7.49516 25.72783
F -18.99075 -5.46444 25.51558
F -20.71498 -6.07340 24.24596
B -11.43088 -8.84130 26.90666
F -11.03811 -8.98288 25.56447
F -11.87804 -7.55920 27.09626
F -12.41416 -9.72198 27.15803
F -10.33804 -9.05627 27.75900
*
```

Atomic partial charges in e from the Löwdin method, atoms 1 to 99: -0.091 -0.183 -0.202 -0.083 0.103 0.143 0.094 -0.051 -0.168 -0.195 -0.064 0.104 0.094 0.094 0.125 0.150 0.140 0.141 0.126 0.136 0.086 0.124 0.071 0.102 0.080 -0.044 -0.220 -0.192 -0.049 0.117 0.173 0.163 -0.062 -0.236 -0.190 -0.058 0.062 0.103 0.097 0.128 0.104 0.126 0.109 0.112 0.136 0.137 0.141 0.100 0.097 0.098 -0.115 -0.188 -0.191 -0.021 0.145 0.104 0.105 -0.053 -0.119 -0.216 -0.101 0.091 0.072 0.089 0.132 0.111 0.129 0.111 0.108 0.106 0.118 0.119 0.099 0.058 0.080 -0.068 -0.159 -0.197 -0.041 0.070 0.146 0.178 -0.051 -0.138 -0.216 -0.068 0.096 0.093 0.076 0.114 0.139 0.120 0.134 0.115 0.143 0.101 0.130 0.092 0.077